# C39H37AsHgO2P2S

A structure of composition C39H37AsHgO2P2S (the ωB97M-V functional and the def2-TZVPD basis, the OMol25 dataset).

XYZ file:
```
83
Properties=species:S:1:pos:R:3:forces:R:3
Hg -9.21178 -7.15735 13.90913 0.2886 0.3494 0.4248
O -12.98328 -7.07960 12.79570 0.5250 -0.0058 -0.4587
S -12.31067 -6.74069 14.08481 -1.1328 0.1760 -0.2240
C -12.83446 -8.08173 15.16087 1.0050 -1.4607 1.1802
C -14.17472 -8.44792 15.15140 -0.0788 0.5450 0.1291
C -14.64077 -9.28813 16.15584 0.0981 -0.1688 0.9795
C -13.75380 -9.78793 17.16507 -0.9628 0.0673 -1.5742
C -12.39613 -9.71085 16.95166 -0.3647 0.8495 -0.4207
C -11.91028 -8.84990 15.95848 -1.7048 0.8112 -0.6481
P -10.20327 -8.87102 15.52673 0.8288 0.0589 -0.2306
C -9.31990 -8.60540 17.07734 1.2230 0.1936 0.0914
C -9.90442 -7.84529 18.08285 -1.0734 -0.2081 0.2975
C -9.22271 -7.65565 19.26651 0.9954 -0.7786 0.4814
C -7.96846 -8.24297 19.50807 0.0583 1.0337 0.4088
C -7.31569 -8.89892 18.48377 -1.1109 0.4108 -0.9914
C -7.97047 -8.98359 17.24258 -0.1041 -0.9626 -0.3286
C -9.78064 -10.54355 14.92632 -0.3467 0.0486 1.4204
C -9.60752 -11.60251 15.83556 0.9486 -1.3387 -0.3468
C -8.96216 -12.76371 15.36138 -0.8364 0.2733 -0.4773
C -8.48603 -12.86198 14.03359 0.4371 -0.6591 0.6673
C -8.68062 -11.82148 13.15981 -0.9378 1.5000 0.7314
C -9.43938 -10.69283 13.60528 0.7766 -0.8438 -1.0219
C -13.41618 -5.43774 14.75639 0.6500 0.3412 1.6488
C -14.51078 -5.09556 14.02257 -0.7743 0.0969 -1.4623
C -15.42985 -4.16096 14.52910 1.1559 -0.0262 1.4425
C -15.21577 -3.59381 15.80052 0.4164 -0.5157 -0.0510
C -14.03661 -3.86989 16.53456 -1.2577 -0.1319 -1.4174
C -13.16134 -4.78453 15.99639 0.5080 -0.8103 -0.1642
P -11.58164 -5.13586 16.82936 -0.1868 -0.3323 -0.3692
C -10.65036 -3.76681 16.16450 1.3971 0.2370 0.0611
C -9.25886 -3.92860 16.26781 0.4304 -0.2401 0.2960
C -8.38774 -3.05318 15.64060 -1.0944 0.8772 0.4549
C -8.89635 -1.90979 14.97232 0.1566 -1.3191 0.3535
C -10.26354 -1.69164 14.94591 0.8686 -1.4646 1.0312
C -11.10813 -2.60743 15.58051 -1.0262 0.5644 -1.0731
C -11.84903 -4.59121 18.52857 -0.7971 1.4932 0.1664
C -11.28441 -3.42385 19.05056 -0.9706 -0.3941 1.8678
C -11.55040 -3.06828 20.41189 0.1270 -0.1216 -0.7176
C -12.37613 -3.88908 21.17436 0.2727 -0.4626 -0.4489
C -13.02595 -4.99024 20.58391 -0.4461 -0.0005 1.1655
C -12.84043 -5.24837 19.26535 0.8455 -1.6370 -1.7277
H -14.82307 -7.98348 14.38737 0.2052 -0.3909 0.6272
H -15.71695 -9.50404 16.18990 0.5585 0.0364 0.1576
H -14.08953 -10.33299 18.02905 -0.4396 -0.1968 -0.0164
H -11.74533 -10.28086 17.58655 0.3881 0.0118 0.1518
H -10.93506 -7.46450 17.96418 0.8174 -0.2874 0.1652
H -9.63589 -7.15569 20.10778 -0.6711 0.6363 0.2806
H -7.46532 -8.02629 20.47706 -0.4868 -0.5034 -0.7910
H -6.34829 -9.32380 18.60791 0.6297 -0.1340 0.0294
H -7.45299 -9.45103 16.38830 -0.2375 0.1033 0.5390
H -9.92989 -11.59581 16.89199 0.2586 0.3464 -0.7512
H -8.89783 -13.65889 15.96533 0.1295 0.1933 0.3016
H -7.94444 -13.78518 13.72052 -0.4397 0.9403 0.2981
H -8.18412 -11.75182 12.21127 -0.2587 -0.3791 -0.5265
H -9.80629 -9.95375 12.89093 0.6532 0.1089 0.0886
H -14.64106 -5.54616 13.00924 0.0114 0.3663 1.0167
H -16.27311 -3.89399 13.94542 -0.7201 0.1699 -0.3274
H -15.94517 -2.97511 16.30210 -0.2035 0.2809 -0.4178
H -13.81984 -3.36746 17.46933 -0.1222 -0.1113 -0.0229
H -8.84972 -4.72186 16.93489 -0.3114 0.3653 -0.8577
H -7.34624 -3.19839 15.82139 0.6323 0.0617 -0.3152
H -8.20137 -1.27232 14.47323 0.2321 0.5083 -0.2281
H -10.70487 -0.87420 14.46362 -0.3530 1.1658 -0.6228
H -12.17384 -2.37027 15.47230 0.3159 -0.4391 0.2754
H -10.74377 -2.75383 18.43433 0.7770 0.3408 -0.4078
H -11.11043 -2.15496 20.86777 -0.3058 -0.8043 -0.5051
H -12.47602 -3.72615 22.23042 -0.1791 0.2102 0.2749
H -13.65521 -5.69769 21.14670 0.1942 0.7710 -0.0392
H -13.33845 -6.07713 18.70256 0.1555 0.5289 0.9772
C -7.93614 -8.40055 9.21313 0.2294 1.1821 1.9558
As -9.35617 -7.38230 10.16452 0.5667 1.8681 -0.3321
C -9.45112 -5.66104 9.19578 -0.7326 -1.0642 -0.5799
C -11.09425 -8.21209 9.79941 1.3429 -1.0142 1.1403
O -8.81241 -6.92475 11.74819 -0.8204 -1.0834 -2.2034
H -7.70853 -7.90512 8.27633 -0.0610 -0.0784 -0.1203
H -8.20193 -9.43470 9.11196 -0.0856 -0.4322 -0.1684
H -7.08593 -8.27401 9.93867 -0.6084 -0.2965 -0.8967
H -8.44519 -5.27888 9.21329 0.2941 0.3772 -0.0135
H -10.16967 -4.95375 9.65013 0.4403 -0.5239 -0.1339
H -9.74958 -5.89812 8.13561 0.2722 0.3462 1.0145
H -11.40402 -8.07671 8.76762 0.0777 0.2122 0.0737
H -11.77400 -7.86383 10.55566 -0.6001 0.3774 0.0785
H -10.90349 -9.27469 10.01908 -0.3516 0.1851 -0.3142
```
Forces are in eV/Å.

Its max |F| is 2.6 eV/Å. As for the charge: +1. Its HOMO energy (alpha / beta) is -0.3279 / -0.3788 Eh. The value obtained for the orbital gap (alpha / beta) is 6.564 / 7.030 eV. As for the calculated total energy: -139555.66038 eV. The multiplicity is 2.

=====

# C39H37F4KN7O2S2

A structure of composition C39H37F4KN7O2S2 (the ωB97M-V functional and the def2-TZVPD basis, the OMol25 dataset).

XYZ file:
```
92
Properties=species:S:1:pos:R:3:forces:R:3
K -1.15646 0.67169 0.23930 0.4112 -0.5412 0.0027
C 0.28979 -1.14330 4.03769 0.0962 -0.0032 -0.0403
C 1.55089 -1.33904 3.20254 -0.1114 0.0445 0.0776
N 1.33979 -0.96144 1.80458 0.0224 -0.0119 -0.1297
C 1.48744 -2.06778 0.86613 -0.0424 -0.0268 0.0588
C 0.58060 -3.25153 1.17235 0.0092 0.1289 -0.0426
C 2.14375 0.17616 1.39098 -0.0829 0.0095 0.0490
C 1.90537 1.45142 2.18885 -0.1674 0.0843 0.0048
N 0.54736 1.91012 1.99787 0.0805 0.0589 -0.0166
C 0.03366 2.77922 2.85434 -0.0370 -0.0736 -0.0663
C -1.36912 3.05016 2.79032 -0.0074 0.0360 -0.0033
F -2.08826 2.40095 1.82640 -0.1098 0.2616 0.2036
C -2.03675 3.89399 3.63500 0.0008 -0.0022 -0.0978
F -3.36963 4.05522 3.47159 0.0001 -0.0241 0.0023
C -1.39219 4.58771 4.64613 0.0766 0.0550 0.0789
C -0.02608 4.37751 4.72974 -0.0723 0.0241 0.0148
F 0.67428 5.04902 5.67236 0.0197 -0.0116 -0.0077
C 0.66432 3.53445 3.88994 -0.0011 -0.0188 -0.0255
F 2.01786 3.48078 4.03441 0.0174 0.0295 0.0370
H 0.47348 -1.40357 5.08361 -0.0288 0.0114 -0.0015
H -0.52123 -1.76565 3.65604 0.0000 0.0155 0.0051
H -0.02857 -0.10033 3.97842 -0.0187 -0.0294 0.0107
H 1.88408 -2.37889 3.26385 0.0086 -0.0038 -0.0061
H 2.35921 -0.73897 3.63078 0.0471 -0.0312 -0.0171
H 2.54103 -2.40848 0.81557 0.0199 0.0011 -0.0147
H 1.22966 -1.68936 -0.12865 0.0328 0.0139 -0.0036
H 0.89683 -3.79730 2.06163 -0.0082 -0.0206 -0.0054
H 0.58090 -3.94522 0.32978 -0.0070 -0.0161 0.0180
H -0.44040 -2.90267 1.32250 0.0127 -0.0433 0.0151
H 1.88626 0.38575 0.34660 0.0178 -0.0376 -0.0149
H 3.22611 -0.06598 1.42169 0.0342 -0.0058 -0.0099
H 2.65478 2.18531 1.84972 0.0518 0.0051 0.0241
H 2.14135 1.26435 3.24185 0.0331 -0.0045 0.0237
H -1.91545 5.25115 5.31654 0.0144 -0.0146 -0.0107
S -4.45363 -7.02761 0.00874 -0.0787 -0.2145 -0.0122
N -4.57458 -5.81786 1.13471 -0.0362 0.1394 0.1667
C -3.86178 -4.79715 0.65374 0.0965 0.0086 -0.1463
C -3.67925 -3.52741 1.30009 0.0899 -0.0007 -0.1777
C -4.24523 -3.24423 2.55284 -0.0258 0.0080 0.0667
C -4.03953 -2.02052 3.13311 -0.0411 -0.0542 0.0188
C -3.25413 -1.08046 2.44475 0.0802 -0.0017 -0.1643
N -2.70426 -1.31169 1.27256 -0.1446 -0.0658 0.1416
C -2.90367 -2.51259 0.67531 -0.0749 -0.0117 0.1490
C -2.29216 -2.76193 -0.60521 0.0560 -0.0820 -0.2182
N -1.55900 -1.78033 -1.18587 0.0940 -0.0083 -0.1439
C -1.00238 -2.00876 -2.35805 -0.1123 -0.0054 0.2117
C -1.09696 -3.23492 -3.04060 0.0071 -0.0091 -0.0476
C -1.82692 -4.24211 -2.46951 0.0318 -0.0455 -0.0660
C -2.45919 -4.03108 -1.23510 -0.1041 0.0966 0.2586
C -3.25118 -5.04828 -0.60746 -0.0211 0.1455 0.1520
N -3.49150 -6.26534 -1.10537 0.1051 0.0270 -0.1551
H -4.83512 -4.01508 3.03334 -0.0001 0.0092 -0.0014
H -4.46229 -1.77194 4.09761 0.0029 0.0023 0.0006
H -3.07080 -0.09855 2.87507 0.0075 -0.0276 0.0160
H -0.46453 -1.17984 -2.80889 0.0086 -0.0120 -0.0098
H -0.60323 -3.36307 -3.99589 0.0011 0.0097 0.0105
H -1.94195 -5.21011 -2.94201 0.0053 0.0155 -0.0084
N -4.33740 2.44558 -2.72760 0.0109 0.0553 0.0262
C -3.42042 2.39192 -1.72744 -0.1308 -0.0320 -0.1211
O -3.19796 1.35933 -1.12562 -0.1784 0.1980 -0.1406
C -2.69453 3.69568 -1.40767 0.1231 -0.1332 0.0898
C -1.21692 3.51243 -1.50556 -0.0382 0.0592 0.0032
H -4.80586 1.59482 -2.98945 0.0112 -0.0148 0.0162
H -4.49216 3.27921 -3.26169 0.0094 -0.0033 0.0001
H -2.97623 3.97168 -0.39013 -0.0159 -0.0074 -0.0049
H -3.04625 4.48672 -2.07824 0.0175 0.0421 -0.0273
H -0.58311 3.64733 -0.63852 -0.0087 -0.0135 -0.0330
H -0.78161 3.17201 -2.43726 0.0031 0.0078 0.0447
O 0.42916 1.14587 -3.60616 -0.0292 -0.0402 -0.0656
S 1.33090 0.91887 -2.44540 0.2275 0.1515 0.0246
C 2.46817 -0.39341 -2.92800 -0.0974 -0.0720 -0.0283
C 3.40944 -0.87733 -2.03224 0.0414 0.0515 0.0856
C 4.23265 -1.92293 -2.41728 -0.0185 -0.0245 -0.0688
C 4.10380 -2.48015 -3.68444 -0.0550 0.0371 -0.0229
C 3.14970 -1.99175 -4.56759 0.0745 -0.0426 0.0607
C 2.32075 -0.94502 -4.18733 -0.0866 0.0107 -0.0488
C 2.55104 2.24592 -2.49144 -0.0843 0.0121 -0.0112
C 3.20109 2.64439 -1.33571 -0.0594 -0.0628 0.1262
C 4.13089 3.67230 -1.40551 0.0417 0.0714 -0.0805
C 4.38909 4.29495 -2.61945 -0.0350 -0.0333 -0.0072
C 3.71180 3.89932 -3.76862 -0.0083 -0.0183 0.0879
C 2.78252 2.87258 -3.70520 0.0172 -0.0050 -0.0661
H 3.49940 -0.44927 -1.04097 -0.0010 -0.0091 -0.0091
H 4.96647 -2.31381 -1.72470 -0.0044 0.0130 0.0144
H 4.73958 -3.30548 -3.97830 0.0010 0.0077 0.0022
H 3.04296 -2.43512 -5.54924 -0.0105 0.0060 0.0014
H 1.55001 -0.55701 -4.84267 0.0224 -0.0072 0.0081
H 2.97416 2.17782 -0.38346 -0.0040 0.0126 -0.0374
H 4.64042 3.99754 -0.50803 -0.0070 -0.0101 0.0097
H 5.10929 5.10166 -2.66979 0.0001 -0.0051 0.0072
H 3.90432 4.39574 -4.71107 -0.0013 -0.0002 0.0018
H 2.22337 2.55304 -4.57656 0.0139 0.0162 0.0089
```
Forces are in eV/Å.

The energy relative to the best compared isomer or geometry (same formula, charge and spin) is 211.93 kJ/mol. Its max |F| is 0.7 eV/Å. As for the charge: -1. Its HOMO energy (alpha / beta) is -0.1559 / -0.0664 Eh. The value obtained for the orbital gap (alpha / beta) is 6.121 / 3.528 eV. As for the calculated total energy: -104435.39056 eV. The multiplicity is 1.